## i
The following is a DFT calculation (ωB97M-V with the def2-TZVPD basis set) of a cluster of 4 separate species, C3H11NO3 in total.

Each line ends with the natural charge from an NBO analysis.
Cartesian coordinates (Å):
C 1.730 0.703 1.361  -0.058
C 2.834 1.358 1.668  -0.419
C 1.309 -1.449 2.033  -0.015
N 1.725 -0.710 1.100  -0.445
H 0.723 1.102 1.426  0.201
H 3.774 0.840 1.804  0.208
H 2.779 2.400 1.952  0.211
H 1.264 -2.528 1.906  0.176
H 1.003 -1.057 3.009  0.154
H 0.477 -1.915 -1.662  0.464
H 0.756 -0.846 -0.662  0.478
O 0.606 -0.957 -1.621  -0.950
H -5.317 -0.454 -1.304  0.455
H -4.258 0.068 -2.194  0.473
O -4.718 0.301 -1.378  -0.928
H -1.268 0.122 -1.344  0.483
H -1.222 1.663 -1.533  0.467
O -1.663 0.861 -1.819  -0.955

Computed properties:
Structure (SMILES)   C=CN=C.O.O.O
HOMO energy   -0.3599 Ha
Charge   0

=====

## ii
The following is a DFT calculation (ωB97M-V with the def2-TZVPD basis set) of a cluster of 3 separate species, C3H11NO3 in total.

Each line ends with the natural charge from an NBO analysis.
Cartesian coordinates (Å):
C -1.447 -2.409 0.610  -0.408
N -1.291 -1.542 -0.546  -0.632
C 0.025 -1.077 -0.901  -0.317
C 0.051 0.443 -1.029  0.437
O -0.096 1.130 -1.997  -0.499
H -0.783 -3.256 0.441  0.200
H -1.304 -1.889 1.566  0.167
H -2.469 -2.790 0.643  0.205
H -2.065 -0.912 -0.688  0.374
H 0.540 -1.630 -1.695  0.203
H 0.645 -1.353 -0.032  0.183
H 0.175 0.920 -0.030  0.084
H -0.215 6.538 0.028  0.462
H -0.530 7.089 1.312  0.460
O -0.321 7.400 0.425  -0.922
H 3.324 -2.772 1.046  0.465
H 2.715 -1.539 0.630  0.458
O 3.045 -2.349 0.219  -0.920

Computed properties:
Structure (SMILES)   CNCC=O.O.O
HOMO energy   -0.3241 Ha
Charge   0

=====

ii ends up most stable, edging out the next structure by 0.0091 hartree.

=====

## i
The following is a DFT calculation (ωB97M-V with the def2-TZVPD basis set) of the ion C3H5N2O3 with charge +1.

Each line ends with the natural charge from an NBO analysis.
Cartesian coordinates (Å):
C 0.634 1.672 -0.593  1.134
C -0.509 -0.978 0.118  -0.302
C 0.444 -0.759 -1.071  -0.085
N -0.060 -0.012 1.224  -0.478
N -0.788 0.934 1.823  0.290
O 0.687 2.669 -0.003  -0.300
O -1.819 1.202 1.250  -0.332
O 0.662 0.699 -1.250  -0.397
H -1.519 -0.748 -0.149  0.267
H -0.286 -2.081 0.373  0.267
H 1.470 -1.230 -0.980  0.249
H 0.116 -1.186 -2.074  0.279
H 0.967 -0.182 1.332  0.407

Computed properties:
HOMO energy   -0.5204 Ha
Charge   +1

=====

## ii
The following is a DFT calculation (ωB97M-V with the def2-TZVPD basis set) of a cluster of 2 separate species, C3H5N2O3 in total.

Each line ends with the natural charge from an NBO analysis.
Cartesian coordinates (Å):
C 0.742 -0.146 -0.009  0.588
C -1.440 0.467 0.055  -0.262
C -1.277 -1.054 -0.152  -0.099
N -0.037 0.885 0.113  -0.551
N 2.715 0.167 0.052  0.663
O 2.860 1.306 -0.047  -0.200
O 3.273 -0.825 0.174  -0.149
O 0.159 -1.266 -0.147  -0.405
H -1.948 0.962 -0.775  0.243
H -1.947 0.723 0.988  0.242
H -1.705 -1.658 0.650  0.237
H -1.657 -1.407 -1.112  0.235
H 0.262 1.844 0.209  0.460

Computed properties:
HOMO energy   -0.5845 Ha
Charge   +1

=====

ii ends up most stable, edging out the next structure by 0.0074 hartree.

=====

## i
The following is a DFT calculation (ωB97M-V with the def2-TZVPD basis set) of a cluster of 2 separate species, C2H9N3 in total.

Each line ends with the natural charge from an NBO analysis.
Cartesian coordinates (Å):
C -1.397 0.500 0.126  -0.510
N -0.758 -1.807 -1.290  -0.798
C -0.594 -0.494 -1.893  0.314
N -0.987 0.585 -1.278  0.052
H -2.376 1.019 0.166  0.261
H -0.751 1.182 0.715  0.282
H -1.413 -0.497 0.589  0.318
H -1.226 -2.355 -2.038  0.418
H 0.243 -2.058 -1.304  0.413
H -0.081 -0.394 -2.864  0.249
N 2.150 0.830 2.302  -1.076
H 2.489 1.336 3.128  0.370
H 1.664 1.571 1.775  0.343
H 3.038 0.581 1.868  0.365

Computed properties:
HOMO energy (alpha / beta)   -0.4884 / -0.4884 Ha
Multiplicity   2
Charge   +1
<S²>   0.76

=====

## ii
The following is a DFT calculation (ωB97M-V with the def2-TZVPD basis set) of a cluster of 2 separate species, C2H9N3 in total.

Each line ends with the natural charge from an NBO analysis.
Cartesian coordinates (Å):
C -0.078 2.451 3.094  -0.049
N 1.079 2.837 3.393  -0.573
H -1.000 3.018 3.250  0.151
H -0.222 1.481 2.632  0.131
H 1.030 3.776 3.786  0.339
N -0.798 -1.800 -0.719  -0.515
C -0.527 -1.756 -2.185  -0.125
N 0.805 -1.297 -2.274  -0.484
H -0.883 -0.806 -0.454  0.378
H 0.067 -2.090 -0.243  0.390
H -0.522 -2.746 -2.636  0.249
H -1.251 -1.071 -2.623  0.255
H 0.956 -0.334 -1.964  0.416
H 1.344 -1.661 -3.057  0.436

Computed properties:
HOMO energy (alpha / beta)   -0.4609 / -0.4609 Ha
Multiplicity   2
Charge   +1
<S²>   0.76

=====

ii ends up most stable, edging out the next structure by 0.0110 hartree.

=====

## i
The following is a DFT calculation (ωB97M-V with the def2-TZVPD basis set) of the molecule C5H8O2S.

Each line ends with the natural charge from an NBO analysis.
Cartesian coordinates (Å):
C 1.667 -1.227 1.054  -0.261
C -0.007 -0.082 -0.220  0.138
C -1.250 -0.244 0.182  -0.117
C -2.398 0.772 -0.077  -0.660
C 0.630 0.954 -1.076  0.181
H 2.139 -2.209 1.153  0.206
H 2.639 -0.542 0.914  0.165
H 1.111 -0.914 1.978  0.193
H -1.279 -1.155 0.861  0.222
H -2.259 1.705 0.435  0.245
H -2.392 1.124 -1.114  0.247
H -3.291 0.204 0.175  0.218
H 1.945 -0.278 -1.178  0.488
O 0.875 -1.133 -0.096  -0.555
O 1.819 0.589 -1.536  -0.628
S 0.051 2.436 -1.455  -0.082

Computed properties:
Structure (SMILES)   C/C=C(/OC)C(O)=S
HOMO energy   -0.3166 Ha
Charge   0

=====

## ii
The following is a DFT calculation (ωB97M-V with the def2-TZVPD basis set) of a cluster of 2 separate species, C5H8O2S in total.

Each line ends with the natural charge from an NBO analysis.
Cartesian coordinates (Å):
C -1.001 1.560 0.861  -0.720
C -1.232 0.291 -0.020  0.249
C 1.004 0.130 -0.529  0.280
C 1.342 1.490 -0.832  -0.487
C 1.807 -1.039 0.146  -0.142
H -0.710 2.550 0.416  0.245
H -1.774 1.872 1.532  0.261
H -0.001 1.286 1.324  0.257
H 0.386 2.106 -0.995  0.215
H 2.358 1.900 -0.630  0.250
H 1.948 -1.893 -0.610  0.204
H 1.293 -1.397 0.984  0.199
H 3.383 -0.727 2.131  0.383
O -0.262 -0.444 -0.762  -0.503
O 3.203 -0.579 0.435  -0.620
S -2.620 -0.756 0.044  -0.070

Computed properties:
HOMO energy   -0.3161 Ha
Charge   0

=====

## iii
The following is a DFT calculation (ωB97M-V with the def2-TZVPD basis set) of the molecule C5H8O2S.

Each line ends with the natural charge from an NBO analysis.
Cartesian coordinates (Å):
C -1.717 0.513 -0.344  -0.654
C -0.361 -0.153 -0.040  0.168
C -0.424 -1.598 0.178  -0.101
C 0.798 0.836 0.326  -0.027
C 1.991 0.067 0.594  -0.289
H -1.690 1.566 -0.949  0.249
H -2.414 -0.181 -0.892  0.235
H -2.363 0.519 0.710  0.213
H -1.423 -2.004 0.370  0.192
H 0.449 -1.947 0.710  0.195
H 0.367 1.122 1.408  0.192
H 0.775 1.090 -1.510  0.489
H 2.208 -0.104 1.704  0.207
O -0.194 -1.123 -1.116  -0.501
O 0.957 1.848 -0.606  -0.661
S 3.041 -0.450 -0.541  0.094

Computed properties:
Structure (SMILES)   C[C@@]1([C@H](O)C=S)CO1
HOMO energy   -0.3281 Ha
Charge   0

=====

## iv
The following is a DFT calculation (ωB97M-V with the def2-TZVPD basis set) of the molecule C5H8O2S.

Each line ends with the natural charge from an NBO analysis.
Cartesian coordinates (Å):
C -0.688 -1.399 0.272  -0.084
C -0.239 -0.020 -0.300  -0.277
C -0.600 1.130 0.787  -0.386
C 0.872 1.639 0.979  -0.507
C -0.831 0.236 -1.488  0.379
H 0.633 -2.163 1.393  0.482
H -1.769 -1.388 0.206  0.193
H -0.471 -2.311 -0.432  0.198
H -1.241 2.031 0.326  0.213
H -1.039 0.728 1.717  0.247
H 1.161 1.441 2.059  0.219
H 1.090 2.714 0.750  0.222
H -0.955 1.230 -1.964  0.144
O -0.231 -1.475 1.602  -0.713
O -1.477 -0.658 -2.031  -0.529
S 1.573 0.330 -0.132  0.199

Computed properties:
Structure (SMILES)   O=C[C@]1(CO)CCS1
HOMO energy   -0.3383 Ha
Charge   0

=====

i ends up most stable, edging out the next structure by 0.0321 hartree.

=====

## i
The following is a DFT calculation (ωB97M-V with the def2-TZVPD basis set) of a structure of composition H14LiO7.

Each line ends with the natural charge from an NBO analysis.
Cartesian coordinates (Å):
Li -0.374 0.306 -0.031  0.871
O -1.392 -0.153 -1.678  -0.952
H -0.995 -0.287 -2.527  0.488
H -1.883 0.648 -1.823  0.487
O 1.335 -0.645 -1.223  -0.970
H 1.523 -1.458 -1.729  0.499
H 2.012 -0.081 -1.674  0.497
O 2.176 -2.009 1.022  -0.941
H 1.843 -2.897 0.825  0.465
H 1.660 -1.419 0.476  0.466
O 1.061 0.941 1.667  -0.968
H 0.989 1.671 2.286  0.493
H 2.003 0.786 1.521  0.495
O 0.061 2.251 -0.751  -0.955
H 0.802 2.353 -1.340  0.483
H -0.596 2.885 -1.083  0.495
O -2.262 1.041 0.883  -0.963
H -2.005 1.160 1.807  0.493
H -2.961 0.340 0.890  0.491
O -0.782 -1.543 0.903  -0.957
H -1.613 -1.728 1.345  0.496
H -0.612 -2.162 0.223  0.484

Computed properties:
HOMO energy   -0.5148 Ha
Charge   +1

=====

## ii
The following is a DFT calculation (ωB97M-V with the def2-TZVPD basis set) of a structure of composition H14LiO7.

Each line ends with the natural charge from an NBO analysis.
Cartesian coordinates (Å):
Li 1.721 14.341 11.509  0.881
O 1.611 15.754 9.782  -0.976
H 2.501 16.159 9.793  0.494
H 1.392 15.632 8.760  0.500
O 0.532 15.497 12.147  -1.001
H 0.160 15.043 12.850  0.480
H -0.214 15.788 11.489  0.540
O 3.615 13.614 10.323  -0.943
H 3.373 12.566 10.091  0.483
H 4.168 13.542 11.081  0.480
O 1.297 13.010 13.166  -0.947
H 0.938 12.192 12.901  0.480
H 1.195 12.964 14.068  0.491
O 0.527 12.657 10.309  -0.948
H 1.081 12.878 9.525  0.525
H 0.254 11.810 10.480  0.512
O 3.173 15.776 12.523  -0.983
H 3.752 15.037 12.969  0.491
H 3.546 16.650 12.485  0.510
O -1.088 14.459 10.056  -1.011
H -1.946 13.980 9.851  0.477
H -0.410 13.709 10.078  0.465

Computed properties:
HOMO energy   -0.5142 Ha
Charge   +1

=====

i ends up most stable, edging out the next structure by 0.0610 hartree.